# 1
A single C22H34N2O5 molecule. Source: OMol25; level of theory: ωB97M-V/def2-TZVPD.

Properties
structure (SMILES)	CCc1ccccc1OCCC(=O)N(C)C[C@H](C)NC(=O)COC[C@@H]1CCOC1
max |F|	0.1	eV/Å

Positions of all 63 atoms, in Å:
1 C 6.41 0.74 -0.98
2 C 5.09 0.09 -1.39
3 C 4.93 -1.29 -0.81
4 C 5.19 -2.43 -1.55
5 C 5.09 -3.70 -1.01
6 C 4.72 -3.84 0.32
7 C 4.45 -2.72 1.09
8 C 4.55 -1.45 0.53
9 O 4.29 -0.30 1.20
10 C 3.72 -0.37 2.49
11 C 3.20 1.02 2.82
12 C 2.16 1.45 1.80
13 O 2.43 2.28 0.96
14 N 0.94 0.82 1.82
15 C 0.48 -0.09 2.85
16 C -0.01 1.09 0.75
17 C -0.01 -0.03 -0.30
18 C 1.28 -0.07 -1.10
19 N -1.15 0.13 -1.19
20 C -2.40 -0.24 -0.81
21 O -2.65 -0.67 0.30
22 C -3.46 -0.10 -1.90
23 O -4.76 -0.25 -1.43
24 C -5.20 0.85 -0.65
25 C -6.61 0.58 -0.17
26 C -7.61 0.44 -1.32
27 C -8.02 1.89 -1.61
28 O -7.61 2.67 -0.48
29 C -7.17 1.80 0.55
30 H 6.50 1.74 -1.41
31 H 6.47 0.83 0.10
32 H 7.26 0.15 -1.32
33 H 4.26 0.73 -1.06
34 H 5.03 0.02 -2.48
35 H 5.48 -2.31 -2.59
36 H 5.30 -4.57 -1.61
37 H 4.64 -4.82 0.77
38 H 4.17 -2.84 2.13
39 H 2.90 -1.10 2.50
40 H 4.47 -0.70 3.22
41 H 2.82 1.04 3.85
42 H 4.01 1.74 2.75
43 H 1.16 -0.12 3.69
44 H -0.50 0.24 3.21
45 H 0.36 -1.11 2.47
46 H -1.00 1.17 1.18
47 H 0.26 2.03 0.28
48 H -0.15 -0.99 0.22
49 H 2.13 -0.18 -0.44
50 H 1.28 -0.92 -1.79
51 H 1.42 0.86 -1.66
52 H -1.00 0.48 -2.12
53 H -3.32 0.86 -2.42
54 H -3.29 -0.90 -2.63
55 H -4.53 0.99 0.21
56 H -5.17 1.77 -1.26
57 H -6.59 -0.30 0.47
58 H -7.17 -0.06 -2.18
59 H -8.47 -0.15 -0.99
60 H -7.52 2.29 -2.49
61 H -9.10 1.99 -1.75
62 H -8.00 1.52 1.20
63 H -6.43 2.34 1.15

Mulliken atomic charge list, values in e, 8 entries: -1.2840, -0.5679, 0.7253, -0.5617, -0.7686, -0.5655, -0.7899, 0.8665

# 2
A single C22H34N4O2 molecule. Source: OMol25; level of theory: ωB97M-V/def2-TZVPD.

Properties
structure (SMILES)	O=C(CN1CCCCCC1)Nc1cccc(NC(=O)CN2CCCCCC2)c1
max |F|	0.5	eV/Å

Positions of all 62 atoms, in Å:
1 O -2.53 -0.26 1.31
2 C -2.59 0.94 1.13
3 N -1.61 1.73 0.64
4 C -0.30 1.41 0.29
5 C 0.18 0.11 0.33
6 C 1.50 -0.17 -0.03
7 C 2.33 0.85 -0.45
8 C 1.85 2.15 -0.49
9 C 0.55 2.44 -0.13
10 H 0.18 3.45 -0.17
11 H 2.50 2.95 -0.82
12 H 3.35 0.64 -0.73
13 N 1.90 -1.51 0.05
14 C 3.10 -2.07 -0.29
15 O 4.05 -1.45 -0.71
16 C 3.11 -3.59 -0.14
17 N 2.65 -4.28 -1.33
18 C 1.23 -4.15 -1.57
19 C 0.71 -5.16 -2.59
20 C 1.07 -4.80 -4.04
21 C 2.44 -5.30 -4.49
22 C 3.53 -5.24 -3.41
23 H 3.45 -6.12 -2.76
24 C 3.47 -4.01 -2.51
25 H 4.48 -3.78 -2.16
26 H 3.11 -3.13 -3.07
27 H 4.50 -5.28 -3.90
28 H 2.35 -6.33 -4.83
29 H 2.75 -4.70 -5.35
30 H 0.31 -5.22 -4.71
31 H 1.02 -3.71 -4.14
32 H -0.38 -5.17 -2.50
33 H 1.07 -6.15 -2.35
34 H 0.73 -4.35 -0.62
35 H 0.95 -3.14 -1.90
36 H 4.15 -3.90 0.04
37 H 2.50 -3.91 0.71
38 H 1.19 -2.13 0.39
39 H -0.48 -0.69 0.66
40 H -1.86 2.71 0.61
41 C -3.86 1.75 1.41
42 N -3.54 3.10 1.83
43 C -4.65 4.01 1.60
44 C -4.38 5.44 2.08
45 H -4.65 5.54 3.13
46 C -2.93 5.89 1.90
47 H -2.91 6.97 1.78
48 H -2.51 5.44 1.00
49 C -2.06 5.54 3.11
50 C -1.75 4.05 3.24
51 H -1.25 3.88 4.20
52 H -1.06 3.75 2.45
53 C -2.98 3.15 3.18
54 H -3.73 3.48 3.91
55 H -2.67 2.14 3.46
56 H -2.56 5.89 4.02
57 H -1.11 6.08 3.04
58 H -5.04 6.10 1.52
59 H -5.57 3.65 2.08
60 H -4.82 4.03 0.52
61 H -4.41 1.80 0.46
62 H -4.48 1.20 2.13

Mulliken atomic charge list, values in e, 8 entries: -0.6802, 0.5826, -0.0660, 0.2629, -0.2764, 0.3623, -0.6752, -0.9665

# 3
A single C22H34N4O2 molecule. Source: OMol25; level of theory: ωB97M-V/def2-TZVPD.

Properties
structure (SMILES)	CCCN1CCC(NC(=O)C[C@H]2C(=O)NCCN2Cc2ccccc2C)CC1
max |F|	0.7	eV/Å

Positions of all 62 atoms, in Å:
1 C 7.85 0.60 -1.44
2 C 6.98 -0.38 -0.67
3 C 5.57 0.19 -0.47
4 N 4.79 -0.58 0.49
5 C 4.34 -1.85 -0.06
6 C 3.69 -2.71 1.02
7 C 2.52 -1.97 1.68
8 N 1.41 -1.86 0.75
9 C 0.14 -1.73 1.15
10 O -0.24 -1.81 2.30
11 C -0.82 -1.45 -0.01
12 H -1.83 -1.70 0.31
13 H -0.56 -2.05 -0.88
14 C -0.77 0.05 -0.39
15 N -2.12 0.50 -0.74
16 C -2.18 1.41 -1.86
17 H -2.16 0.82 -2.79
18 H -3.11 1.96 -1.81
19 C -0.97 2.36 -1.88
20 N 0.20 1.53 -2.03
21 C 0.28 0.32 -1.45
22 O 1.19 -0.45 -1.71
23 H 0.89 1.75 -2.73
24 H -0.92 2.92 -0.93
25 H -1.03 3.06 -2.70
26 C -2.86 0.95 0.42
27 C -4.35 0.90 0.20
28 C -4.87 0.03 -0.76
29 C -6.23 -0.05 -0.98
30 C -7.10 0.74 -0.24
31 C -6.59 1.60 0.72
32 C -5.22 1.68 0.96
33 C -4.71 2.60 2.02
34 H -5.54 3.06 2.56
35 H -4.10 3.40 1.59
36 H -4.09 2.06 2.74
37 H -7.26 2.20 1.30
38 H -8.16 0.69 -0.41
39 H -6.62 -0.73 -1.73
40 H -4.19 -0.59 -1.32
41 H -2.56 1.97 0.72
42 H -2.62 0.29 1.26
43 H -0.41 0.62 0.49
44 H 1.63 -1.63 -0.21
45 C 3.00 -0.59 2.14
46 C 3.66 0.17 1.00
47 H 4.02 1.13 1.36
48 H 2.92 0.36 0.20
49 H 3.73 -0.73 2.94
50 H 2.16 -0.03 2.54
51 H 2.14 -2.53 2.54
52 H 4.43 -2.93 1.79
53 H 3.35 -3.65 0.59
54 H 5.21 -2.39 -0.45
55 H 3.64 -1.69 -0.90
56 H 5.66 1.20 -0.08
57 H 5.05 0.25 -1.45
58 H 6.93 -1.32 -1.20
59 H 7.41 -0.56 0.32
60 H 7.95 1.54 -0.91
61 H 7.42 0.80 -2.42
62 H 8.85 0.18 -1.59

Mulliken atomic charge list, values in e, 8 entries: -1.3902, -0.1714, -0.7997, 0.0044, -0.4358, -1.1693, -0.5175, 0.0855

# 4
A single C22H34N4O3 molecule. Source: OMol25; level of theory: ωB97M-V/def2-TZVPD.

Properties
structure (SMILES)	CCCN1CCN(CCCNC(=O)CN2C(=O)[C@@H](CC)Oc3ccccc32)CC1
max |F|	0.8	eV/Å

Positions of all 63 atoms, in Å:
1 C 3.53 6.10 -5.05
2 C 2.68 5.48 -3.95
3 C 3.53 4.58 -3.04
4 N 2.85 3.92 -1.95
5 C 2.31 4.80 -0.94
6 C 1.92 3.98 0.29
7 N 0.91 3.01 -0.11
8 C 0.23 2.35 0.98
9 C 1.08 1.42 1.86
10 H 1.40 0.55 1.28
11 H 1.98 1.95 2.18
12 C 0.33 0.95 3.10
13 N -0.80 0.11 2.78
14 C -0.92 -1.15 3.21
15 O -0.12 -1.73 3.92
16 C -2.19 -1.83 2.68
17 N -2.05 -2.20 1.28
18 C -2.37 -1.28 0.34
19 O -2.68 -0.14 0.62
20 C -2.30 -1.74 -1.11
21 C -1.01 -1.18 -1.76
22 C 0.27 -1.62 -1.08
23 H 0.39 -2.70 -1.12
24 H 1.13 -1.16 -1.58
25 H 0.29 -1.31 -0.03
26 H -1.00 -1.51 -2.81
27 H -1.09 -0.09 -1.75
28 O -2.43 -3.13 -1.30
29 C -1.80 -3.92 -0.38
30 C -1.42 -5.20 -0.75
31 C -0.78 -6.02 0.16
32 C -0.49 -5.56 1.43
33 C -0.88 -4.28 1.81
34 C -1.57 -3.47 0.92
35 H -0.63 -3.92 2.80
36 H 0.04 -6.18 2.13
37 H -0.49 -7.02 -0.13
38 H -1.64 -5.54 -1.75
39 H -3.16 -1.30 -1.63
40 H -2.40 -2.73 3.26
41 H -3.03 -1.13 2.75
42 H -1.50 0.48 2.15
43 H -0.02 1.82 3.67
44 H 0.99 0.36 3.74
45 H -0.20 3.14 1.62
46 H -0.60 1.79 0.54
47 C 1.44 2.13 -1.12
48 C 1.84 2.96 -2.34
49 H 2.26 2.30 -3.11
50 H 0.94 3.45 -2.74
51 H 0.67 1.41 -1.40
52 H 2.33 1.58 -0.77
53 H 1.50 4.63 1.06
54 H 2.83 3.49 0.68
55 H 3.08 5.53 -0.66
56 H 1.42 5.34 -1.29
57 H 4.34 5.17 -2.60
58 H 3.99 3.79 -3.65
59 H 1.88 4.89 -4.40
60 H 2.22 6.27 -3.35
61 H 4.32 6.71 -4.62
62 H 3.98 5.33 -5.66
63 H 2.92 6.74 -5.69

Mulliken atomic charge list, values in e, 8 entries: -1.3799, 0.1146, -1.1179, 0.1303, -0.8230, -0.7858, 0.2240, -1.0195

Short version: energy = -1344.42880 -1228.24825 -1228.26315 -1303.49239 Eh, in the order given.
Short version: energy above the lowest of the compared OMol25 structures with the same formula, charge and spin = 3.3 36.8 27.4 19.4 kcal per mole, in the order given.